A 14-piece molecular cluster, BH30O13 overall. Source: the OMol25 dataset; level of theory: the ωB97M-V functional and the def2-TZVPD basis.

XYZ file:
```
44
Properties=species:S:1:pos:R:3:forces:R:3:lowdin_charge:R:1
O 3.33140 4.38583 -4.98955 -0.1 0.2 -0.1 -0.05
O -3.22785 -1.05555 6.30230 -0.3 0.0 0.0 -0.06
O 2.78817 6.29604 -0.87659 0.1 0.3 0.1 -0.06
O -3.46977 -1.41643 -1.78895 -0.3 -0.2 0.0 -0.06
O 0.09001 -3.54558 3.61288 -0.1 -0.1 0.3 -0.06
O 0.83182 -4.28223 -5.26975 0.0 0.1 -0.2 -0.06
O 5.13997 -2.32157 2.30930 0.1 -0.1 0.3 -0.06
O -3.49849 3.93560 -3.64821 -0.3 0.0 -0.1 -0.06
O -2.15780 -6.18779 -1.03779 0.1 -0.2 -0.2 -0.06
O -2.90467 3.39804 1.53525 -0.1 0.3 0.1 -0.06
O -5.72784 0.05533 1.87800 -0.2 0.2 0.0 -0.06
O 3.74074 0.13974 -2.90347 0.2 0.0 -0.4 -0.06
O 3.06789 1.74948 4.56246 0.1 0.3 0.2 -0.06
B 0.39592 0.01535 0.21956 0.0 0.0 0.0 -0.47
H -2.42089 -1.48233 6.01430 0.2 -0.1 -0.2 0.03
H 0.27843 -1.01013 -0.09478 -0.4 -4.3 -1.4 -0.13
H -0.30817 0.17816 1.02081 -3.0 0.9 3.2 -0.12
H 2.75884 6.34050 -1.83231 -0.1 0.0 -0.3 0.02
H -2.95606 3.19990 -3.36407 0.1 -0.2 0.2 0.03
H 3.38758 3.47397 -4.70392 -0.1 -0.3 0.1 0.03
H 1.39935 0.15478 0.59095 4.2 0.5 1.6 -0.12
H 0.63104 -4.29270 3.35729 0.1 -0.1 -0.1 0.02
H 5.92262 -2.30757 1.75840 0.2 0.0 -0.1 0.02
H -0.06203 -3.06903 2.79679 0.0 0.3 -0.3 0.03
H -5.18961 -0.16347 2.63871 0.2 0.0 0.2 0.03
H -2.64977 -1.12907 -1.38738 0.5 0.1 0.3 0.03
H 3.35414 1.00421 5.09054 0.1 -0.2 0.1 0.02
H -2.26328 2.68799 1.50931 0.3 -0.3 -0.1 0.03
H -3.48785 -0.97647 -2.63885 0.0 0.1 -0.2 0.03
H -2.95742 -0.49861 7.03232 0.0 0.2 0.1 0.03
H 2.98067 0.33984 -2.35713 -0.4 -0.1 0.3 0.03
H -2.38183 -6.63924 -0.22402 0.0 -0.1 0.2 0.03
H 1.08985 -5.19924 -5.36319 0.1 -0.2 0.0 0.02
H 0.24995 0.67964 -0.61809 -0.8 2.8 -3.4 -0.12
H -3.75301 2.95484 1.54641 -0.2 -0.1 0.0 0.02
H -5.37461 -0.48447 1.17085 0.1 -0.1 -0.3 0.03
H 4.21546 4.73115 -4.86529 0.2 0.1 0.0 0.03
H -2.47127 -5.29249 -0.90971 -0.1 0.3 0.0 0.03
H -2.87874 4.55760 -4.02934 0.1 0.2 -0.1 0.03
H 4.41273 0.75751 -2.61533 0.1 0.1 0.1 0.02
H 4.41392 -2.19763 1.69796 -0.3 0.1 -0.2 0.03
H 2.45339 1.37461 3.93150 -0.2 -0.1 -0.3 0.03
H 2.72380 5.36194 -0.67771 -0.1 -0.3 0.1 0.03
H 0.48325 -4.22043 -4.38042 -0.1 0.1 0.3 0.03
```
Forces are in eV/Å.

## Properties
Gap between HOMO and LUMO in Ha: 0.29036
Energy relative to the best compared isomer or geometry (same formula, charge and spin) in kcal per mole: 78.47
HOMO in eV: -5.737
Spin multiplicity: 1
Charge: -1

=====

A single BH3O molecule. Source: the OMol25 dataset; level of theory: the ωB97M-V functional and the def2-TZVPD basis.

XYZ file:
```
5
Properties=species:S:1:pos:R:3:forces:R:3:lowdin_charge:R:1
O -0.10246 0.12836 1.02947 -0.7 0.0 -0.4 0.06
B 0.02569 -0.32621 -0.23892 1.1 2.9 0.1 -0.17
H 0.37012 0.47999 -1.05752 -0.3 0.2 -0.1 0.04
H -0.06254 -1.34814 -0.58545 -0.4 -3.4 -0.4 -0.01
H -0.23081 1.06600 0.85243 0.3 0.3 0.9 0.08
```
Forces are in eV/Å.

## Properties
SMILES: BO
Gap between HOMO and LUMO in Ha: 0.43694
Energy relative to the best compared isomer or geometry (same formula, charge and spin) in kcal per mole: 2.52
HOMO in eV: -11.218
Spin multiplicity: 1

=====

A single BH3OS molecule. Source: the OMol25 dataset; level of theory: the ωB97M-V functional and the def2-TZVPD basis.

XYZ file:
```
6
Properties=species:S:1:pos:R:3:forces:R:3:lowdin_charge:R:1
S 1.58073 0.02685 0.09942 0.8 0.9 -0.5 0.73
O -0.82424 -1.24596 0.04135 4.7 2.6 1.1 0.00
B -0.21385 0.05014 0.12268 -1.0 -1.4 -0.3 -0.69
H 1.84828 1.35933 -0.26725 -0.6 -1.4 0.7 -0.10
H -1.68729 -1.34790 -0.20857 -3.5 0.1 -0.7 0.03
H -0.70363 1.15754 0.21236 -0.4 -0.8 -0.2 0.03
```
Forces are in eV/Å.

## Properties
SMILES: OBS
Gap between HOMO and LUMO in Ha: 0.38276
Energy relative to the best compared isomer or geometry (same formula, charge and spin) in kcal per mole: 3.30
HOMO in eV: -9.959
Spin multiplicity: 1

=====

BaH14O7 as an isolated structure. Source: the OMol25 dataset; level of theory: the ωB97M-V functional and the def2-TZVPD basis.

XYZ file:
```
22
Properties=species:S:1:pos:R:3:forces:R:3:lowdin_charge:R:1
Ba -0.14059 -0.53727 -0.01386 0.2 0.1 -0.2 2.13
O 2.55441 -0.18927 -0.91486 -0.6 -1.0 0.0 -0.14
O -1.54559 -3.10227 -0.35886 0.2 0.7 1.6 -0.11
O -2.38759 -0.40127 -1.66086 1.5 -1.0 -0.7 -0.16
O 0.48941 1.67973 -1.76286 -1.2 0.7 0.7 -0.15
O 1.28641 1.38573 1.35814 -1.9 -0.3 -2.2 -0.14
O -1.53859 1.82373 0.98814 0.9 -1.4 -0.8 -0.09
O 1.79941 -1.61527 1.80714 -0.5 0.5 -0.7 -0.15
H 0.75741 2.38873 -1.14086 0.2 -0.4 -0.7 0.06
H 2.11341 -0.97827 2.46514 0.1 -1.0 0.2 0.06
H -2.48259 -3.07627 -0.15186 -0.3 -0.2 0.5 0.07
H -1.92459 2.07173 1.79914 -0.8 0.0 2.1 0.06
H 2.79541 -0.23527 0.01114 0.5 0.3 0.4 0.00
H -3.03959 0.10073 -1.20986 -1.5 0.6 0.2 0.04
H -1.65459 2.62373 0.51814 -0.2 1.4 -1.4 0.05
H 1.96241 -2.53927 2.04414 0.3 0.4 0.5 0.09
H 0.84441 2.24873 1.27614 0.6 -0.4 0.7 0.07
H -0.30059 2.06473 -2.20586 0.8 -0.3 0.0 0.08
H -1.57659 -3.06927 -1.28786 0.2 -0.4 -2.2 0.01
H -2.77159 -0.93227 -2.38286 -0.2 0.7 0.4 0.10
H 2.86341 -1.05727 -1.22686 0.2 0.4 -0.3 0.08
H 1.89641 1.34573 2.05014 1.5 0.7 1.8 0.04
```
Forces are in eV/Å.

## Properties
Gap between HOMO and LUMO in Ha: 0.45179
Energy relative to the best compared isomer or geometry (same formula, charge and spin) in kcal per mole: 31.33
HOMO in eV: -19.015
Spin multiplicity: 1
Charge: +2

=====

no.,LUMO (eV),strongest force on any atom (Eh/bohr),electronic energy (hartree)
1,2.16,0.0887,-1020.8778
2,0.67,0.0677,-101.8900
3,0.46,0.1056,-500.1204
4,-6.72,0.0565,-560.1298